No. 1
Below is the ion C9H18N3 with charge +1 at a distorted geometry, with properties calculated with the ωB97M-V functional and the def2-TZVPD basis.

XYZ file:
```
30
Properties=species:S:1:pos:R:3:forces:R:3
C -0.537 -1.129 0.142 0.63 -0.15 -1.22
C 0.218 -0.198 -0.321 0.10 2.64 -1.02
C 1.318 0.941 -2.149 -1.22 -1.11 1.28
C -1.971 -0.946 0.594 0.43 1.59 -2.87
C -0.068 -2.503 0.004 -1.65 -1.51 1.73
C 3.026 -0.034 0.864 -0.91 -1.81 -1.50
C -1.116 1.822 1.417 -2.49 -1.38 1.23
C -2.972 0.395 -1.362 0.21 0.06 0.24
C 2.255 0.996 0.038 -0.34 3.37 2.74
N -1.642 1.386 0.147 -0.91 -0.84 -0.80
N -2.411 0.294 -0.004 0.31 2.49 0.23
N 1.209 0.517 -0.878 -0.07 -0.69 0.32
H 2.083 1.657 -2.299 0.43 0.26 -0.66
H 0.522 0.621 -2.796 0.14 0.25 -0.49
H -2.557 -1.800 0.326 -0.51 -0.30 -0.07
H -1.918 -0.769 1.588 -0.23 -0.02 3.47
H -0.679 -3.194 0.604 0.46 0.27 0.58
H 0.939 -2.566 0.266 1.65 -0.61 0.12
H -0.320 -2.898 -0.928 0.21 -0.32 -2.06
H 2.194 -0.596 1.374 1.27 0.42 0.13
H 3.692 -0.796 0.374 -0.85 0.84 -0.19
H 3.684 0.496 1.502 0.22 0.50 1.10
H -0.580 0.955 1.799 0.64 0.75 0.98
H -0.629 2.736 1.213 1.35 0.57 -0.10
H -1.941 2.174 2.165 1.00 -1.03 -1.25
H -3.243 1.500 -1.469 0.26 -1.91 -0.22
H -2.158 0.076 -2.052 -0.68 0.36 -0.01
H -3.824 -0.292 -1.437 0.10 0.35 -0.17
H 2.762 1.933 -0.392 -0.17 -2.02 0.05
H 1.683 1.558 0.897 0.64 -1.00 -1.59
```
Positions in Å, forces in eV/Å.

The value obtained for the energy above the lowest of the compared OMol25 structures with the same formula, charge and spin is 6.510 eV. Its LUMO energy (alpha / beta) is -4.8 / -4.2 eV. The HOMO-LUMO gap (alpha / beta) is 6.5822 / 7.9017 eV. The charge is +1. The HOMO energy (alpha / beta) comes out at -11.3438 / -12.1276 eV.


No. 2
Below is a structure of composition C18H37O2P3Y at a distorted geometry, with properties calculated with the ωB97M-V functional and the def2-TZVPD basis.

XYZ file:
```
61
Properties=species:S:1:pos:R:3:forces:R:3
Y 0.857 0.078 1.487 0.50 -0.66 0.42
P -1.425 1.425 1.044 -2.38 1.37 -0.47
P -0.468 -1.276 3.570 -0.77 -0.95 0.93
P 2.241 1.608 -0.383 0.92 1.06 -1.13
H 0.954 -2.804 1.083 0.41 0.26 -0.07
C 1.711 -2.096 0.711 -0.07 0.22 0.01
C 2.741 -1.621 1.504 0.55 -0.72 0.11
H 2.866 -1.928 2.553 -0.15 -0.06 -0.56
C -2.396 0.539 -0.227 -0.20 -0.50 -0.40
C -2.710 1.676 2.313 -0.15 -0.08 0.61
C -1.427 3.101 0.329 0.39 0.48 -0.13
C 0.518 -2.593 4.374 0.23 0.08 -0.33
C -1.224 -0.536 5.056 -0.22 0.43 0.04
C -1.844 -2.249 2.827 0.06 0.06 -0.07
C 3.940 1.066 -0.776 0.01 -0.28 0.21
C 2.467 3.424 -0.360 -0.27 0.13 0.15
C 1.418 1.273 -1.997 -0.15 -0.03 0.07
H 1.647 -1.891 -0.373 0.37 -0.28 0.43
H 3.647 -1.163 1.076 -0.59 -0.04 0.17
H -3.372 1.023 -0.366 0.19 -0.01 0.15
H -2.582 -0.501 0.061 -0.03 0.10 0.06
H -1.893 0.503 -1.201 0.12 0.15 0.70
H -3.576 2.215 1.909 0.27 -0.13 -0.13
H -2.317 2.275 3.140 0.04 -0.04 -0.08
H -3.077 0.738 2.737 0.11 0.01 -0.10
H -2.447 3.469 0.169 0.11 -0.25 0.07
H -0.900 3.146 -0.627 0.02 -0.07 0.05
H -0.932 3.799 1.010 -0.03 -0.05 -0.02
H -0.163 -3.267 4.916 0.30 0.20 -0.14
H 1.220 -2.124 5.077 -0.15 -0.24 -0.15
H 1.083 -3.154 3.618 -0.11 -0.04 0.32
H -1.775 -1.312 5.621 0.27 0.38 -0.29
H -1.915 0.272 4.764 0.21 -0.32 0.29
H -0.437 -0.112 5.704 -0.36 -0.18 -0.24
H -2.193 -2.941 3.610 -0.09 0.16 -0.43
H -1.472 -2.824 1.962 -0.21 0.11 0.36
H -2.672 -1.599 2.493 0.29 -0.30 0.20
H 4.230 1.410 -1.774 -0.05 0.00 0.17
H 4.006 -0.024 -0.736 0.11 0.09 -0.13
H 4.635 1.480 -0.040 -0.06 -0.07 -0.08
H 2.867 3.782 -1.320 -0.12 -0.17 0.26
H 3.179 3.687 0.436 -0.21 -0.09 -0.21
H 1.515 3.930 -0.151 0.29 -0.06 -0.09
H 2.031 1.710 -2.794 -0.13 -0.04 0.10
H 0.401 1.677 -2.058 0.25 0.02 0.08
H 1.350 0.189 -2.159 0.12 0.17 0.12
C -1.240 -0.367 -4.389 -1.21 0.54 1.93
C -2.190 -0.984 -5.248 -0.12 -1.15 -1.31
C -1.705 -2.012 -6.087 -1.74 1.12 0.57
C -0.347 -2.381 -6.094 -0.13 -0.45 -0.01
C 0.559 -1.617 -5.361 0.52 1.43 0.91
C 0.124 -0.520 -4.634 1.83 -1.04 -0.40
O -1.501 0.216 -3.164 -0.18 -0.23 -2.70
H -2.438 0.466 -3.024 0.21 -0.39 -0.47
H -3.247 -0.669 -5.286 0.61 -0.40 0.27
H -2.398 -2.568 -6.731 0.19 0.39 0.33
H 0.000 -3.238 -6.675 -0.18 0.29 0.10
H 1.608 -1.870 -5.329 0.11 0.08 -0.34
H 0.817 0.174 -4.165 -0.13 -0.40 0.02
O 2.028 1.121 4.697 -1.48 -1.28 -3.27
C 1.625 0.767 3.673 2.06 1.65 3.50
```
Positions in Å, forces in eV/Å.

The value obtained for the energy above the lowest of the compared OMol25 structures with the same formula, charge and spin is 0.531 eV. Its LUMO energy (alpha / beta) is -9.2 / -12.1 eV. The HOMO-LUMO gap (alpha / beta) is 8.4938 / 2.9287 eV. The charge is +3. The HOMO energy (alpha / beta) comes out at -17.7070 / -15.0739 eV.